# 1
ORCA calculation (wB97M-V/def2-TZVPD) on a cluster of 13 separate species, C38H65BBr26INO3 in total at a distorted geometry.

Element x y z (Å)
C -2.74395 0.19792 -3.51598
B -2.63558 1.25147 -4.69374
O -1.48893 1.31711 -5.51923
C -3.93853 2.15495 -4.97533
C -4.31787 2.53330 -6.25155
C -5.48020 3.26805 -6.49657
C -6.22813 3.60521 -5.40167
C -5.85204 3.25991 -4.11337
C -4.69958 2.54194 -3.87204
C -6.90799 3.79063 -3.18125
O -6.81683 4.10246 -2.04004
N -8.06153 3.94214 -4.01447
C -9.14224 2.95928 -3.94169
C -9.08136 1.85515 -5.00239
C -8.05885 0.75356 -4.72480
I -11.04110 0.90676 -4.96009
C -7.53855 4.33553 -5.27956
O -8.03497 5.11064 -6.04102
H -2.29308 0.56958 -2.60084
H -2.26701 -0.73449 -3.82361
H -3.78356 -0.02267 -3.27453
H -1.61373 0.67823 -6.24146
H -3.71224 2.22354 -7.09459
H -5.81794 3.54775 -7.48426
H -4.41782 2.29995 -2.85295
H -10.12293 3.42737 -3.94087
H -9.06590 2.46658 -2.97181
H -8.98001 2.22460 -6.01865
H -7.07418 0.99312 -5.12599
H -7.97863 0.53573 -3.66251
H -8.38007 -0.14497 -5.24408
Br -1.39767 3.27470 -3.90014
C -0.21133 4.27261 -2.70418
C 1.18224 4.31383 -3.25613
Br 2.10213 2.62814 -2.97253
H -0.26064 3.81058 -1.72252
H -0.64274 5.26993 -2.65533
H 1.77585 5.06112 -2.73327
H 1.20994 4.51788 -4.32117
Br 0.10752 7.53877 -4.58797
C 1.27677 8.61955 -3.47534
C 2.66875 8.68947 -4.04130
Br 3.62265 7.01183 -3.74831
H 1.25563 8.17657 -2.48472
H 0.82176 9.60687 -3.43823
H 3.24845 9.45499 -3.53022
H 2.68979 8.87552 -5.10981
Br 1.04105 -0.72361 -0.64346
C 2.81129 -1.26684 -0.02691
C 3.87002 -0.28036 -0.43649
Br 4.31534 -0.45255 -2.32409
H 2.98850 -2.26142 -0.42348
H 2.73682 -1.31546 1.05759
H 4.79641 -0.47444 0.09609
H 3.57203 0.75172 -0.27668
Br 4.33056 -4.80968 -3.65268
C 3.07528 -3.81991 -4.76334
C 3.71141 -3.38414 -6.05668
Br 4.88696 -1.86177 -5.78842
H 2.71385 -2.98932 -4.16618
H 2.25527 -4.50961 -4.95307
H 2.95571 -3.03655 -6.75726
H 4.30517 -4.16264 -6.52479
Br 6.16453 -0.65057 3.87703
C 7.58370 -1.50677 2.85942
C 8.35725 -0.52851 2.01870
Br 7.37243 0.01480 0.43030
H 7.11252 -2.28884 2.27230
H 8.23259 -1.95667 3.60556
H 9.26567 -0.99775 1.64725
H 8.61244 0.38328 2.54861
Br 4.83705 -4.77437 4.22447
C 5.80430 -5.07896 5.88520
C 6.76066 -3.96057 6.19290
Br 8.36236 -4.07057 5.09113
H 6.29844 -6.04015 5.78985
H 5.03484 -5.14486 6.65134
H 7.11517 -4.03526 7.21879
H 6.33171 -2.97608 6.02901
Br 2.81587 -7.19851 7.04459
C 2.29896 -6.94449 8.90568
C 3.35923 -6.21483 9.68170
Br 4.86328 -7.37235 10.11003
H 2.07951 -7.92656 9.30625
H 1.38687 -6.35573 8.87481
H 2.96982 -5.88163 10.64165
H 3.76144 -5.36473 9.14013
Br 0.23722 -8.97778 11.30063
C 1.68663 -9.85555 12.26084
C 1.81016 -9.32668 13.66312
Br 2.66390 -7.57912 13.71189
H 2.59046 -9.71490 11.67543
H 1.42250 -10.91052 12.27391
H 2.45242 -9.97141 14.25878
H 0.84852 -9.22117 14.15422
Br -2.23188 -2.22466 6.49479
C -1.09344 -3.79703 6.58491
C -1.25441 -4.51788 7.89563
Br -0.33773 -3.59068 9.34264
H -0.07623 -3.46232 6.40955
H -1.41177 -4.43235 5.76138
H -0.79602 -5.50351 7.84642
H -2.29228 -4.61683 8.19529
Br -3.94683 6.12819 -5.62455
C -4.54052 7.88895 -6.19372
C -5.71594 7.78962 -7.13024
Br -5.16593 7.23139 -8.91213
H -3.68278 8.38456 -6.63678
H -4.82532 8.40896 -5.28145
H -6.18039 8.76417 -7.26385
H -6.46271 7.07518 -6.79511
Br 4.83647 0.42914 7.56547
C 4.32871 2.25654 7.12868
C 3.11296 2.29717 6.24275
Br 3.55258 1.82525 4.40790
H 5.19563 2.72317 6.67266
H 4.11937 2.73326 8.08367
H 2.71090 3.30668 6.19322
H 2.33456 1.61400 6.56618
Br -1.68367 -0.44372 -8.69446
C -0.10015 -1.57563 -8.70882
C -0.05729 -2.47483 -7.50306
Br 0.46684 -1.48952 -5.91098
H 0.75855 -0.91500 -8.76996
H -0.17290 -2.16285 -9.62159
H 0.69680 -3.24963 -7.63071
H -1.01409 -2.93865 -7.28720
Br -3.19393 0.11447 2.60167
C -1.85002 0.33541 1.21176
C -1.78180 1.76213 0.74049
Br -3.28177 2.20278 -0.42139
H -2.09987 -0.36036 0.41736
H -0.90760 0.03961 1.66643
H -0.88941 1.92015 0.13655
H -1.79855 2.47631 1.55707

Results
F_max, eV/A: 2.2
Multiplicity: 1
Total energy, Eh: -69014.4019
HOMO energy, eV: -9.097


# 2
ORCA calculation (wB97M-V/def2-TZVPD) on the molecule C6H13IO2S2 at a distorted geometry.

Element x y z (Å)
C -0.18153 -2.68778 0.63833
C -0.62034 1.95490 1.13753
C -1.04895 1.48902 -1.92266
C 0.78525 -1.59122 -0.03879
C -0.22039 0.48766 1.13421
C 0.19829 -0.19185 -0.08578
O -2.31261 -0.40820 -0.39350
O 1.42939 0.83917 -0.60366
S 2.70460 0.15619 -1.23195
S -1.21025 -0.25819 -1.34384
I 4.22896 -0.49529 0.40995
H -0.84263 -2.97848 -0.13707
H 0.57534 -3.43575 0.78510
H -0.63952 -2.29827 1.57538
H -0.52592 2.28820 2.12400
H -1.66899 2.12944 0.91611
H -0.06699 2.66720 0.35197
H -0.79241 1.29826 -2.94408
H -0.28705 2.00684 -1.33094
H -1.96819 2.05068 -1.88198
H 0.88889 -1.87468 -1.14144
H 1.74741 -1.59816 0.41656
H 0.69005 0.57423 1.86439
H -0.86241 -0.12393 1.70214

Results
F_max, eV/A: 4.0
Multiplicity: 1
Total energy, Eh: -1480.8430
HOMO energy, eV: -8.365
Energy above the lowest of the compared OMol25 structures with the same formula, charge and spin, kJ/mol: 0.0


# 3
ORCA calculation (wB97M-V/def2-TZVPD) on the molecule C5H11NO at a distorted geometry.

Element x y z (Å)
C -2.66389 -0.64295 0.65598
C -1.35494 -0.82272 -0.02612
C -0.29517 0.03645 0.63610
N 1.03736 -0.39914 -0.08557
C 2.05504 0.71829 -0.20325
C 2.57833 0.94999 -1.51231
O 3.34222 1.79898 -1.72393
H -3.52780 -1.19943 0.38983
H -3.22866 0.34333 0.54436
H -2.57503 -0.69022 1.74182
H -1.40785 -0.64922 -1.15596
H -0.98664 -1.78112 0.24368
H -0.23336 0.01918 1.72450
H -0.57609 1.00265 0.24114
H 1.37883 -1.31653 0.24326
H 2.84291 0.56547 0.63910
H 1.44853 1.66082 0.01207
H 2.16620 0.40617 -2.36470

Results
F_max, eV/A: 5.5
Multiplicity: 1
Total energy, Eh: -327.0271
HOMO energy, eV: -9.109
Energy above the lowest of the compared OMol25 structures with the same formula, charge and spin, kJ/mol: 273.7


# 4
ORCA calculation (wB97M-V/def2-TZVPD) on a structure of composition C17H29BBrClF9N3O9SSi2 at a distorted geometry.

Element x y z (Å)
C 3.98213 -0.49998 0.00993
C 3.58529 -0.74286 -1.54046
C 2.21570 -1.62027 -1.69627
Br 2.22699 -2.96318 -0.23162
Si 0.62495 -0.51929 -1.73828
C 1.13357 1.12210 -0.83418
C -0.06955 2.17797 -1.19185
C 0.34634 3.17452 -2.38777
N -0.32605 3.18574 -3.69292
O 1.28928 4.01963 -2.24826
O 0.20780 0.00474 -3.37434
N 1.39480 -0.10093 -4.06313
O 1.73649 0.95355 -4.49381
O -0.70053 -1.13877 -0.83402
Si -1.44047 -2.54199 -1.49037
C -1.46678 -3.91967 -0.16124
C -1.50073 -3.42161 1.35337
O -2.41108 -3.88928 2.09258
Cl -0.32564 -2.28298 2.14610
B -0.62941 -3.29219 -3.09351
C -1.24003 -2.82456 -4.54237
O 0.48497 -4.21004 -3.11788
S -3.47444 -1.92679 -2.09401
O -4.14161 -3.05830 -2.86035
O -3.41445 -0.65569 -2.93562
C -4.58549 -1.53162 -0.64800
F -4.46293 -2.50760 0.37003
F -5.93100 -1.64652 -1.14097
C -4.46270 -0.00778 -0.11393
F -5.26342 0.77165 -1.01603
F -3.15664 0.52471 -0.20171
C -5.14864 0.21354 1.34417
F -5.69157 1.54406 1.29429
F -6.26587 -0.63381 1.55648
C -4.10107 0.22222 2.55662
F -4.87230 0.36902 3.75574
F -3.23367 1.34913 2.54276
F -3.38889 -0.98506 2.71397
H 4.59388 -1.37373 0.44740
H 3.06726 -0.32519 0.68500
H 4.63255 0.44872 0.13317
H 4.41740 -1.42495 -1.96563
H 3.56692 0.21541 -2.15855
H 2.34720 -2.21252 -2.68075
H 2.08292 1.58414 -1.26419
H 1.25287 0.96631 0.29350
H -0.96549 1.57103 -1.60809
H -0.46185 2.71408 -0.26707
H 0.35649 3.39741 -4.43677
H -0.80868 2.29778 -3.88203
H -0.50627 -4.55815 -0.27241
H -2.34159 -4.61752 -0.38317
H -2.25846 -3.33706 -4.72623
H -0.52882 -3.04337 -5.40577
H -1.48082 -1.70348 -4.43393
H 0.11004 -5.03237 -3.52928
C 3.27726 3.04820 5.25022
C 3.79613 2.35648 3.99203
C 2.99608 2.70905 2.72090
O 1.73659 2.05125 2.61687
C 0.69204 2.66030 3.35900
N 3.82934 0.90674 4.22486
H 2.36581 2.59011 5.63720
H 4.02386 2.99026 6.04784
H 3.07676 4.10670 5.06191
H 4.82426 2.70119 3.83606
H 3.57572 2.36909 1.85590
H 2.87768 3.79304 2.60718
H 0.78716 3.74938 3.38786
H 0.66413 2.25311 4.37160
H -0.25626 2.40797 2.87857
H 4.26834 0.45720 3.42248
H 2.86615 0.57157 4.19120

Results
F_max, eV/A: 6.3
Multiplicity: 1
Total energy, Eh: -6441.5292
HOMO energy, eV: -9.439


Question: Look up the multiplicity of the fourth one.
Answer: 1


Question: What is the total energy in the third record?
Answer: -327.0271 Eh


Copy entry 3 word for word.
ORCA calculation (wB97M-V/def2-TZVPD) on the molecule C5H11NO at a distorted geometry.

Element x y z (Å)
C -2.66389 -0.64295 0.65598
C -1.35494 -0.82272 -0.02612
C -0.29517 0.03645 0.63610
N 1.03736 -0.39914 -0.08557
C 2.05504 0.71829 -0.20325
C 2.57833 0.94999 -1.51231
O 3.34222 1.79898 -1.72393
H -3.52780 -1.19943 0.38983
H -3.22866 0.34333 0.54436
H -2.57503 -0.69022 1.74182
H -1.40785 -0.64922 -1.15596
H -0.98664 -1.78112 0.24368
H -0.23336 0.01918 1.72450
H -0.57609 1.00265 0.24114
H 1.37883 -1.31653 0.24326
H 2.84291 0.56547 0.63910
H 1.44853 1.66082 0.01207
H 2.16620 0.40617 -2.36470

Results
F_max, eV/A: 5.5
Multiplicity: 1
Total energy, Eh: -327.0271
HOMO energy, eV: -9.109
Energy above the lowest of the compared OMol25 structures with the same formula, charge and spin, kJ/mol: 273.7


Question: What is the F_max in the third record?
Answer: 5.5 eV/A